Record 1
Below is a structure of composition C2H6N2O2 in a non-equilibrium geometry, with properties calculated with wB97M-V/def2-TZVPD.

Last column: natural (NBO) charge in e.
Cartesian coordinates (Å):
O  -1.2272  0.6425  -1.1462  -0.732
O  2.0376  -0.7950  -0.7541  -0.589
N  -1.2046  -0.5567  0.7637  -0.797
N  1.3008  0.9729  0.2792  -0.852
C  -0.5074  -0.4720  -0.5272  0.118
C  1.1269  -0.1704  -0.2881  0.615
H  -2.0138  -1.7378  0.2794  0.362
H  -0.0574  -0.7871  1.6314  0.346
H  -1.4390  1.5060  -0.4865  0.473
H  0.4334  1.8980  0.5358  0.438
H  2.2806  0.8358  0.8728  0.429
H  -0.7298  -1.3361  -1.1604  0.189

Cartesian forces, eV/Å:
0.19 2.55 1.38
0.50 -1.65 0.26
1.76 -4.72 1.02
1.22 6.10 5.52
0.31 2.22 0.38
-4.57 -1.52 -3.62
2.69 3.59 2.89
-4.49 -0.14 -2.70
1.07 -4.08 -2.19
3.79 -4.55 -0.80
-3.26 1.69 -1.93
0.79 0.52 -0.22

Output
- charge = 0
- energy above the lowest of the compared OMol25 structures with the same formula, charge and spin (kJ/mol) = 771.6
- orbital gap (eV) = 9.21

***

Record 2
Below is an isolated molecule of C5H7N3O2 in a non-equilibrium geometry, with properties calculated with wB97M-V/def2-TZVPD.

Last column: natural (NBO) charge in e.
Cartesian coordinates (Å):
O  -3.6539  0.4208  -1.1795  -0.597
O  -3.9697  0.4259  1.1772  -0.432
N  -0.5534  -1.7014  0.0539  -0.373
N  -3.3248  -0.0737  0.2523  0.284
N  -1.8128  -2.0002  -0.0087  -0.190
C  -0.4550  2.0477  0.1862  -0.441
C  -2.7880  -1.2574  0.1863  0.342
C  1.6510  -0.8017  0.3888  -0.635
C  -0.1142  0.7919  0.0583  0.007
C  0.1996  -0.4942  0.1391  0.068
H  -0.8235  2.5852  1.1315  0.225
H  -4.5381  0.7888  -1.0959  0.472
H  2.1519  0.1059  0.6094  0.242
H  2.1599  -1.0717  -0.4811  0.221
H  1.6102  -1.5655  1.2027  0.217
H  0.0990  -2.3816  -0.1624  0.379
H  -0.0994  2.7294  -0.5450  0.211

Cartesian forces, eV/Å:
1.19 -0.64 1.36
0.39 0.28 -0.51
1.58 2.67 -0.03
-1.52 -0.30 -1.18
-2.10 -0.18 0.07
0.41 0.53 1.69
1.21 0.57 -0.33
-1.62 -0.53 1.66
-1.35 -0.98 0.62
-0.43 1.56 -0.02
0.52 -1.36 -1.26
-0.38 0.11 0.49
0.38 0.78 1.05
0.59 -1.34 -1.51
1.01 0.57 -0.56
0.47 -2.32 -0.50
-0.36 0.59 -1.03

Output
- charge = 0
- energy above the lowest of the compared OMol25 structures with the same formula, charge and spin (kJ/mol) = 904.1
- structure (SMILES) = C=C=C(C)NN=C=[N+]([O-])O
- orbital gap (eV) = 8.94

***

Record 3
Below is a structure of composition C18H16N5O5S3V, with properties calculated with wB97M-V/def2-TZVPD.

Last column: natural (NBO) charge in e.
Cartesian coordinates (Å):
V  0.5196  -0.3135  0.7362  1.251
S  -1.8052  -1.4439  -1.7392  2.356
S  3.2179  -0.7393  1.1334  2.404
S  -1.9608  3.8636  1.0087  -0.325
O  4.0737  -1.5905  1.9061  -0.948
O  -2.1075  -2.7751  -2.1926  -0.952
O  2.3100  0.1484  1.9017  -0.989
O  -1.0650  -0.5603  -2.6020  -0.957
O  2.3215  -1.4087  0.1574  -0.991
N  -6.8357  1.2750  -0.1168  -0.804
N  -1.0030  -1.4386  -0.3361  -0.957
N  -0.6364  -1.6805  1.8338  -0.548
N  -2.4032  -2.9615  0.8620  -0.487
N  -0.5615  1.4291  0.9471  -0.696
C  -4.4882  1.3604  -0.7147  -0.219
C  -1.4004  -2.0782  0.7712  0.580
C  5.8762  2.0076  -1.3502  -0.009
C  3.6786  1.2711  -0.6643  -0.104
C  -5.6444  -0.7516  -0.7222  -0.278
C  -1.8002  -3.2406  3.1667  -0.381
C  -5.6561  0.6252  -0.5041  0.159
C  5.6309  0.2165  0.2563  -0.162
C  -3.3329  0.7261  -1.1243  -0.161
C  -0.8202  -2.2773  2.9982  0.120
C  6.7398  2.9316  -2.1613  -0.627
C  -2.5805  -3.5178  2.0499  0.112
C  4.4850  2.1017  -1.4185  -0.218
C  -1.1442  2.4424  0.9732  0.207
C  6.4330  1.0565  -0.5068  -0.225
C  -3.3278  -0.6483  -1.3299  -0.393
C  4.2565  0.3260  0.1743  -0.375
C  -4.4802  -1.3870  -1.1240  -0.154
H  -4.4711  2.4276  -0.5288  0.218
H  6.0677  -0.5244  0.9114  0.240
H  2.6021  1.3702  -0.7375  0.209
H  -0.1808  -1.9556  3.8128  0.204
H  -2.4266  1.2995  -1.2666  0.247
H  4.0261  2.8336  -2.0724  0.212
H  6.3674  3.0224  -3.1823  0.218
H  -4.4503  -2.4582  -1.2698  0.244
H  7.7692  2.5769  -2.2041  0.211
H  -6.5487  -1.3288  -0.5657  0.198
H  -6.6727  2.1429  0.3717  0.375
H  -1.9644  -3.7268  4.1155  0.219
H  -7.4727  0.6855  0.3975  0.367
H  6.7506  3.9348  -1.7294  0.219
H  7.5109  0.9638  -0.4424  0.205
H  -3.3960  -4.2318  2.1212  0.185

Cartesian forces, eV/Å:
0.22 0.08 -0.22
-0.15 0.07 -0.05
-0.38 0.01 -0.08
0.14 -0.32 -0.03
-0.02 0.02 -0.02
0.04 0.04 0.01
0.11 0.19 0.14
0.00 -0.07 0.04
0.12 -0.19 -0.07
-0.02 -0.01 0.05
0.27 0.12 0.05
0.04 -0.37 0.13
-0.05 -0.03 0.03
-0.03 0.01 0.01
-0.02 -0.03 0.01
-0.16 -0.04 -0.02
-0.08 -0.02 0.02
-0.01 0.06 -0.05
0.03 0.02 -0.01
-0.02 0.03 -0.07
0.02 0.00 -0.01
0.08 -0.01 0.00
0.02 0.07 0.00
-0.05 0.08 0.07
0.04 0.04 -0.04
0.03 0.02 0.07
0.03 -0.02 0.02
-0.16 0.34 0.05
0.01 -0.01 0.01
0.04 0.02 -0.01
-0.02 0.03 0.02
-0.03 -0.08 -0.02
0.00 0.00 0.00
-0.03 -0.02 0.01
0.00 -0.03 0.03
0.01 -0.01 -0.02
0.01 -0.02 -0.01
0.01 0.01 -0.01
0.00 -0.01 0.00
0.00 0.01 0.00
0.00 -0.01 0.01
-0.01 0.01 0.00
0.00 -0.01 -0.02
0.00 -0.01 0.01
0.01 0.02 -0.02
-0.01 0.00 0.01
0.00 0.01 -0.01
-0.01 0.00 -0.02

Output
- charge = -1
- spin multiplicity = 4
- energy above the lowest of the compared OMol25 structures with the same formula, charge and spin (kJ/mol) = 0.0
- orbital gap (alpha / beta) (eV) = 7.14 / 8.00